# 1
{"formula": "C18H23NO3S", "method": "the ωB97M-V functional and the def2-TZVPD basis", "e_lumo_ev": 0.11, "gap_ev": 8.111, "total_charge": 0, "multiplicity": 1, "elements": ["C", "H", "H", "C", "C", "H", "H", "H", "C", "H", "H", "C", "H", "H", "H", "N", "C", "C", "H", "H", "C", "C", "H", "C", "C", "H", "H", "H", "C", "O", "H", "C", "S", "O", "H", "H", "C", "C", "H", "C", "C", "H", "H", "H", "C", "O"], "coordinates": [[6.786058, 0.870910, -0.146262], [0.418702, -0.595829, 2.932027], [-5.468676, -1.978140, 0.366066], [-3.088943, 1.910884, 0.282792], [4.377798, 1.329644, -0.843477], [7.253974, 0.708158, 0.871075], [-5.728018, 0.530523, 1.061059], [2.337494, 1.434762, -1.766383], [-4.633709, -1.619092, -0.601922], [1.452184, -2.192312, -1.421400], [-5.163949, -2.412846, -1.082597], [3.053715, 0.730602, -0.878209], [3.608805, -2.364478, 0.221917], [-3.213385, 0.092296, 0.464302], [7.455169, 0.858748, -0.980928], [-3.786677, 0.852007, 0.454551], [-2.902485, -2.966237, 0.287147], [0.561835, 2.269684, 0.801502], [-4.429965, -0.166704, -1.786040], [4.667394, 2.239832, -1.262171], [0.076728, 0.955170, 1.142030], [-5.122211, -0.367792, -1.145862], [-1.937867, -2.990261, 0.424764], [0.937857, -0.185092, 1.883694], [-5.060108, 0.587062, -0.209997], [-0.525973, 3.920767, -0.106283], [1.960834, -0.040201, 1.834659], [0.794743, -0.412142, -1.139649], [3.822968, -1.294455, 0.108815], [-3.470325, 3.081821, -0.490978], [1.596454, 2.363530, 0.804879], [5.067889, -0.807256, 0.053965], [0.831799, -1.959280, 0.880961], [-1.125157, 0.564785, 0.950496], [6.674689, 2.105734, -0.075583], [-3.211881, -3.702445, -0.606514], [2.942177, -0.497687, -0.672726], [-0.480506, 2.696814, 0.284838], [-3.312979, -3.307051, 1.118346], [-1.630610, 1.917304, 0.386923], [1.430396, -1.235562, -0.677100], [-6.315129, -0.255210, -1.401894], [5.902768, -1.276491, 0.565399], [-5.427547, 1.766104, -0.456513], [5.280738, 0.579966, -0.141809], [-3.257074, -1.740539, -0.287901]], "forces_ev_per_angstrom": [[-1.2, 6.2, 3.0], [1.7, 1.7, -2.6], [2.7, 1.7, -1.2], [1.5, 9.0, -6.8], [-1.4, -2.2, 2.4], [-0.3, -0.4, -1.4], [0.8, -0.8, -4.2], [1.5, -2.5, 3.2], [-3.8, -4.4, 4.1], [0.0, 2.4, 1.5], [1.3, -1.3, -1.8], [1.0, 10.2, -6.8], [0.0, 0.6, 0.4], [1.8, -3.0, 0.8], [0.0, -1.2, -0.6], [-1.6, 0.0, -0.6], [-3.4, -1.2, -7.4], [4.7, -8.8, 4.2], [3.5, 1.8, -5.4], [0.0, 1.5, -0.5], [5.6, -3.7, 3.3], [-6.0, -3.2, 0.5], [5.4, 0.1, 0.3], [-4.7, -2.4, -0.1], [-2.5, 11.2, 10.1], [-0.4, -3.9, 0.9], [1.9, 0.6, 0.6], [0.1, -1.4, 0.7], [0.0, -0.9, -3.0], [0.9, -5.6, 4.5], [1.4, 1.1, 0.0], [0.9, 1.0, 3.5], [0.4, 3.1, 0.3], [-0.9, 4.7, -1.1], [0.8, -2.5, 0.0], [1.0, 0.6, 2.2], [-5.9, -9.3, 4.4], [-9.9, 9.8, -5.2], [-2.8, -0.7, 3.9], [-0.6, -2.3, 0.9], [1.4, -0.2, -3.1], [3.2, -1.3, -0.4], [0.0, -0.6, -0.4], [1.0, -3.4, 0.0], [2.9, -1.7, -3.0], [-1.6, 1.6, 0.2]], "nbo_charge": [-0.648, 0.252, 0.121, 0.590, -0.193, 0.225, 0.168, 0.211, -0.052, 0.236, 0.201, -0.216, 0.228, 0.416, 0.238, -0.598, -0.202, -0.381, 0.235, 0.216, 0.411, -0.538, 0.196, -0.483, -0.163, 0.251, 0.215, 0.224, -0.216, -0.727, 0.254, -0.174, 0.138, -0.419, 0.193, 0.144, -0.044, -0.159, 0.171, 0.099, -0.579, 0.260, 0.204, 0.278, -0.041, -0.542]}


# 2
{"formula": "C16H19Br36O6PS2", "method": "the ωB97M-V functional and the def2-TZVPD basis", "e_lumo_ev": -0.23, "gap_ev": 8.884, "total_charge": 0, "multiplicity": 1, "elements": ["O", "H", "Br", "H", "H", "Br", "C", "H", "Br", "H", "Br", "Br", "C", "H", "C", "Br", "Br", "Br", "Br", "Br", "C", "Br", "C", "Br", "Br", "C", "C", "Br", "C", "H", "H", "O", "Br", "Br", "Br", "H", "Br", "H", "C", "Br", "Br", "Br", "C", "H", "Br", "H", "Br", "Br", "Br", "C", "Br", "C", "Br", "O", "H", "Br", "Br", "O", "H", "H", "Br", "H", "H", "C", "H", "O", "Br", "O", "Br", "C", "S", "Br", "H", "C", "S", "C", "Br", "Br", "Br", "P"], "coordinates": [[5.136715, 2.432018, -2.591849], [3.073581, 6.974824, -0.418649], [3.114910, -1.405996, 0.988779], [5.958597, 5.029491, 0.566952], [7.385853, -2.404287, 4.023418], [-8.310673, -4.072766, -5.450829], [-3.367897, -2.870352, -0.865903], [-7.080424, -5.171506, 3.301361], [4.740209, -1.256699, 4.187982], [-2.952921, -3.853079, -0.689478], [-2.675250, 1.076370, -2.266258], [4.280392, -5.559208, 8.332141], [3.656416, 3.728099, -1.352671], [2.638274, 4.943754, -3.242018], [-1.691338, 3.202575, -5.564266], [-1.870087, -4.949210, -5.439438], [-10.168688, 2.014679, -0.974355], [-1.571885, 1.687338, -6.739560], [2.322079, 0.597051, 5.065784], [-10.647340, -0.317089, -3.077361], [-10.909983, 0.265618, -1.266500], [0.009467, 3.610826, -4.762701], [2.006889, -1.590631, -0.566575], [-2.453286, 4.731361, -6.447011], [0.666065, 3.939169, 4.622822], [5.024503, 3.789900, -2.026062], [8.458692, -2.279855, 3.972041], [0.597305, 7.112597, 4.446121], [-7.432656, -5.653094, 2.400905], [-11.974907, 0.336662, -1.101190], [7.178751, 3.666825, -1.810274], [5.413664, 0.893723, -0.691844], [-7.756784, -2.515599, -2.730541], [-3.388828, 4.186873, -2.199252], [0.912927, -0.029542, -0.781189], [-7.432889, -4.888665, -3.295700], [-1.062234, 5.365045, 2.376838], [7.183651, 3.656709, 0.686542], [-0.388478, 5.484011, 4.168176], [-8.688176, -7.008176, 2.929709], [-10.225739, -1.008265, 0.004618], [-3.361952, -2.587229, -2.770399], [6.300888, 3.895784, -1.211434], [5.036205, 4.462325, -2.880027], [-9.851599, -4.896078, -2.791746], [-3.251185, -6.987656, -5.555405], [5.872325, -4.771534, 5.700739], [9.067222, -3.207247, 2.404216], [-5.037810, -5.292860, -5.343612], [6.482095, 4.221623, 0.078795], [-3.225637, -6.643318, -3.108637], [-8.224393, -4.189835, -3.531704], [4.534938, 1.714785, 3.066869], [3.646805, 0.490699, -2.345947], [-2.360742, 2.931641, -4.762123], [9.188539, -3.040732, 5.577105], [-2.242776, -1.605513, 0.029924], [2.859360, 6.190329, -0.935249], [4.752235, 0.895360, 5.391551], [-1.235083, 5.504619, 4.838834], [0.972320, -3.215043, -0.556062], [6.711493, -5.446839, 7.919953], [2.664708, -1.637352, -1.422997], [4.171508, 0.544953, 4.550683], [2.053026, 3.631147, 1.163588], [3.505050, 2.425245, -0.829778], [-8.276612, -4.302899, 1.321552], [1.837371, 4.322376, 0.520591], [-5.904620, -6.416279, 1.521254], [5.896593, -4.803305, 7.621847], [2.358387, 3.744708, -2.714833], [8.797236, -0.392181, 3.862252], [-3.322706, 2.530125, -0.374080], [-3.333660, -6.095421, -4.952364], [4.466493, 1.382150, -1.620400], [-2.673808, 2.688785, -1.223654], [-5.160236, -2.879505, -0.177369], [6.245735, -3.059825, 8.351938], [-0.917653, 3.073231, -0.539099], [3.251475, 4.929293, 0.002488]], "forces_ev_per_angstrom": [[-0.4, 0.3, -0.1], [-0.1, 0.2, -0.2], [0.0, -0.1, 0.1], [-1.0, -0.8, 0.4], [0.0, 0.0, 0.0], [-0.1, 0.1, 0.0], [0.0, 0.0, 0.0], [0.0, 0.0, 0.0], [0.0, -0.1, 0.0], [0.0, 0.0, 0.0], [-0.1, 0.2, -0.2], [0.0, 0.0, 0.0], [-1.2, 0.5, -1.5], [0.1, 0.1, 0.1], [0.0, 0.0, 0.0], [0.0, 0.0, 0.0], [0.0, 0.0, 0.0], [0.0, 0.0, 0.0], [0.0, 0.0, 0.0], [-0.1, 0.1, 0.0], [0.0, 0.0, 0.0], [-0.3, -0.1, -0.1], [0.1, 0.1, -0.2], [0.0, 0.0, 0.0], [0.1, 0.0, 0.0], [1.1, 0.3, -0.1], [-0.1, 0.0, 0.0], [0.0, 0.0, 0.0], [0.0, 0.0, 0.0], [0.0, 0.0, 0.0], [-0.2, -1.3, 0.2], [0.2, -0.2, 0.2], [0.1, 0.0, -0.1], [0.0, 0.0, -0.1], [-0.2, 0.1, 0.0], [0.0, 0.0, 0.0], [0.0, 0.0, 0.0], [1.0, 0.9, -0.4], [0.0, 0.0, 0.0], [0.0, 0.0, 0.0], [0.0, 0.0, 0.0], [0.0, 0.0, -0.1], [0.0, 0.6, 0.5], [-0.2, -0.1, -0.1], [0.0, 0.0, 0.0], [0.0, 0.0, 0.0], [-0.1, -0.1, -0.1], [0.0, 0.0, 0.0], [0.0, 0.0, 0.0], [-0.1, -0.1, -0.3], [0.0, 0.0, 0.0], [0.1, -0.1, 0.1], [0.0, 0.0, 0.0], [0.0, -0.2, -0.5], [0.0, 0.0, 0.1], [0.2, 0.1, 0.0], [-0.1, -0.1, 0.2], [-0.3, -0.1, -0.1], [0.0, 0.0, 0.0], [0.0, 0.0, 0.0], [0.2, -0.1, 0.0], [0.0, 0.0, 0.0], [0.0, 0.0, 0.0], [0.1, 0.1, 0.0], [-0.3, 0.0, 0.2], [0.7, -0.1, 0.2], [0.0, 0.0, -0.1], [-0.1, -0.1, -0.5], [0.0, 0.0, 0.0], [0.0, 0.0, 0.0], [0.2, 0.1, 0.5], [0.0, 0.0, 0.0], [0.0, 0.0, 0.0], [0.0, 0.0, 0.0], [-0.1, 0.1, 0.5], [0.1, -0.1, 0.1], [0.0, 0.0, 0.1], [0.0, 0.0, 0.0], [0.0, 0.1, -0.1], [1.0, 0.0, 1.1]], "mulliken_charge": [-0.431, 0.357, 0.045, 0.396, -0.347, -0.082, -0.408, 0.352, 0.042, 0.358, 0.004, -0.030, 0.388, 0.135, -0.060, -0.017, -0.014, -0.014, -0.031, -0.027, -0.329, 0.196, -0.403, -0.025, -0.006, 0.018, 0.334, -0.027, -0.349, 0.343, 0.416, -0.521, 0.063, -0.050, 0.130, 0.246, -0.010, 0.246, -0.367, -0.036, 0.000, 0.070, -0.438, 0.487, -0.040, 0.362, -0.017, -0.006, 0.049, -0.848, -0.041, -0.198, 0.071, -0.574, -0.028, -0.014, -0.019, -0.526, 0.367, 0.352, -0.066, 0.352, 0.356, -0.444, 0.213, 0.067, 0.005, -0.252, -0.019, -0.291, -0.128, -0.016, 0.372, -0.381, 1.082, -0.358, 0.084, -0.023, 0.076, -0.119]}


# 3
{"formula": "C7H14", "method": "the ωB97M-V functional and the def2-TZVPD basis", "e_lumo_ev": 1.17, "gap_ev": 11.370, "total_charge": 0, "multiplicity": 1, "smiles": "C1CCCCCC1", "elements": ["H", "H", "H", "H", "C", "C", "H", "C", "H", "H", "C", "H", "H", "C", "H", "H", "H", "C", "H", "C", "H"], "coordinates": [[-2.750043, 0.101059, -0.151763], [-1.095223, 1.367117, -1.449200], [2.081286, -1.421628, -0.659049], [-1.631084, 2.245938, -0.035569], [1.566476, -0.837489, 0.112509], [0.416740, 1.583013, 0.095878], [-0.905117, -1.240180, -1.287870], [-1.038493, 1.370373, -0.348925], [-1.755013, -2.039267, 0.033494], [0.466981, 1.554728, 1.190742], [1.458595, 0.601217, -0.477105], [0.752946, -2.535441, 0.706401], [-1.770332, 0.183888, 1.294491], [-1.704994, 0.102154, 0.198447], [1.244416, 0.511449, -1.559758], [2.445124, 1.075040, -0.440733], [0.076423, -1.297842, 1.617799], [-1.032064, -1.248021, -0.193984], [0.701386, 2.602971, -0.203642], [0.290523, -1.533494, 0.568710], [2.181473, -1.145583, 0.989118]], "forces_ev_per_angstrom": [[0.3, -0.2, 0.0], [0.1, -0.1, 0.2], [-0.4, -0.1, -0.2], [0.2, -0.3, 0.0], [0.1, -0.1, 0.0], [0.1, -0.1, 0.1], [0.2, -0.2, 0.2], [0.1, -0.1, 0.0], [0.1, 0.0, -0.1], [-0.1, 0.1, 0.0], [0.1, -0.1, 0.1], [-1.5, -0.3, -0.7], [0.1, -0.1, -0.2], [0.1, -0.1, 0.0], [0.1, -0.2, 0.4], [0.0, 0.0, 0.1], [0.1, 0.5, 0.0], [0.1, -0.1, 0.0], [0.0, -0.3, 0.1], [-0.1, 0.0, 0.2], [0.4, 1.7, -0.3]], "nbo_charge": [0.206, 0.191, 0.196, 0.206, -0.403, -0.403, 0.196, -0.395, 0.211, 0.195, -0.408, 0.215, 0.192, -0.391, 0.195, 0.212, 0.188, -0.411, 0.207, -0.407, 0.207]}


# 4
{"formula": "C17H12ClO4S", "method": "the ωB97M-V functional and the def2-TZVPD basis", "e_lumo_ev": 0.55, "gap_ev": 5.127, "total_charge": -1, "multiplicity": 1, "elements": ["O", "H", "H", "H", "C", "C", "H", "C", "C", "C", "C", "H", "S", "H", "H", "H", "O", "C", "H", "C", "C", "H", "C", "H", "C", "C", "C", "C", "Cl", "O", "C", "C", "H", "O", "C"], "coordinates": [[3.008430, -1.753605, -0.030811], [-5.419875, -1.875514, 0.571947], [4.018260, -3.580191, 0.941158], [2.565849, -0.056650, -1.903216], [2.020449, 1.628930, -0.306709], [-0.123670, 3.665064, 1.329945], [-4.811749, 0.884694, 0.913880], [2.540485, 2.777527, 0.791766], [-1.982249, -1.866921, -1.419912], [0.404601, 1.525763, -0.599469], [-3.407765, -2.460543, -0.777786], [4.850762, -0.727166, -0.413028], [-3.914143, -4.253782, -1.002126], [-0.960825, 4.316377, 1.862561], [3.933835, 1.278782, -1.568290], [3.700980, 2.907421, 1.039667], [0.184902, 0.250838, -2.927682], [3.756369, -0.479464, -0.005718], [1.869795, 4.592661, 2.387418], [-2.707060, 0.736316, -0.292991], [-0.624582, 2.535222, 0.248421], [-3.581565, -4.859655, 0.244457], [-0.285696, 0.471190, -1.697472], [3.884564, -0.012188, 1.059681], [1.491827, 3.792760, 1.591470], [-4.106595, 0.153946, 0.331810], [-2.253631, 2.330818, -0.071006], [3.344341, -2.611043, 1.120091], [-2.919875, -6.708446, 0.577268], [2.874472, -2.295244, 2.338075], [-1.679489, -0.270746, -1.145801], [-4.432649, -1.465070, 0.091098], [-1.232838, -2.546172, -2.013962], [-3.104063, 3.359919, -0.179690], [3.098398, 0.614172, -1.085043]], "forces_ev_per_angstrom": [[1.6, -0.8, 2.6], [2.3, 0.6, -1.2], [-1.7, 2.2, 0.1], [0.9, 1.8, 1.7], [-2.5, 2.0, 1.2], [2.5, -2.9, -2.5], [1.5, -1.7, -1.3], [-3.5, 0.1, -0.3], [-2.9, 3.3, 2.5], [1.2, 2.4, 2.4], [0.5, 3.5, 1.0], [-2.2, 0.5, 0.9], [0.7, 2.5, 0.2], [2.2, -1.5, -1.3], [-1.6, -1.4, 1.0], [-2.9, -0.4, -0.7], [-2.4, 1.3, 7.6], [1.7, 1.1, -0.9], [-0.8, -2.0, -2.0], [-0.7, -2.6, -0.1], [2.2, 0.1, 0.3], [0.2, 0.0, -0.6], [0.7, -1.0, -3.6], [-0.6, -1.1, -1.9], [-1.7, -2.9, -2.4], [3.2, -2.6, -2.6], [-2.5, 2.6, -0.7], [-2.8, 2.6, 5.3], [0.0, -0.1, 0.4], [3.4, -2.2, -8.0], [-1.7, -0.7, 1.0], [3.3, 2.3, -1.3], [-1.7, 1.5, 1.3], [5.1, -6.2, 1.0], [-0.8, -0.3, 1.2]], "nbo_charge": [-0.565, 0.243, 0.174, 0.276, 0.024, -0.214, 0.244, -0.240, -0.191, -0.101, -0.135, 0.171, -0.077, 0.260, 0.235, 0.233, -0.543, -0.076, 0.238, -0.145, -0.077, 0.242, 0.534, 0.210, -0.219, -0.194, 0.526, 0.617, -0.843, -0.534, -0.106, -0.219, 0.268, -0.550, -0.467]}


# 5
{"formula": "C4H12O3", "method": "the ωB97M-V functional and the def2-TZVPD basis", "e_lumo_ev": 0.53, "gap_ev": 9.966, "total_charge": 0, "multiplicity": 1, "smiles": "C/C=C/CO.O.O", "elements": ["O", "C", "H", "O", "H", "C", "H", "H", "H", "H", "H", "H", "C", "H", "H", "H", "O", "C", "H"], "coordinates": [[-3.225436, 0.853327, -0.282623], [0.397718, -0.573221, 1.241392], [-0.109645, 2.838479, -1.597103], [2.072457, -0.225503, -0.886456], [0.140584, 1.281058, -1.193542], [1.279440, -1.526431, -0.789098], [-3.495645, 0.012395, 0.110055], [-1.544670, 0.097107, 1.824908], [-0.589680, -0.728098, 3.211114], [2.891737, -0.340948, -1.355017], [0.779841, -1.665893, -1.809481], [1.446612, -0.238240, 1.216506], [-0.580024, -0.035184, 2.334328], [-0.295631, 1.000636, 2.710524], [-2.462300, 0.523318, -0.852493], [1.989768, -2.382775, -0.478752], [0.580710, 2.169617, -1.272275], [0.005328, -1.305613, 0.141269], [-0.787596, -2.133881, 0.176764]], "forces_ev_per_angstrom": [[1.6, -1.2, -1.1], [-1.9, 0.3, -0.7], [1.3, -1.8, 0.8], [-2.1, -1.8, 1.0], [0.6, 1.4, -0.1], [-0.5, 0.7, -1.5], [-0.3, 0.2, 0.1], [0.1, -0.3, 0.6], [-0.3, 0.6, -0.7], [0.3, -0.5, -0.4], [1.3, -0.4, 1.0], [-0.7, 0.2, 0.2], [1.2, 0.2, -0.4], [-0.1, -1.4, -0.5], [-1.3, 0.9, 1.0], [-1.3, 1.3, -0.5], [-1.9, 0.5, -0.6], [3.3, -0.8, 2.2], [0.8, 1.9, -0.5]], "nbo_charge": [-0.929, -0.104, 0.467, -0.756, 0.478, -0.109, 0.464, 0.226, 0.222, 0.477, 0.175, 0.224, -0.671, 0.229, 0.467, 0.188, -0.947, -0.326, 0.224]}